1.
{"formula": "C13H18F5HfI2OP2", "method": "ωB97M-V/def2-TZVPD", "de_lowest_kcal_mol": 0.00, "total_charge": 3, "fmax_ev_per_a": 8.8, "gap_ha": 0.18463, "elements": ["H", "C", "H", "C", "C", "P", "F", "F", "C", "O", "H", "C", "C", "C", "H", "H", "H", "C", "H", "H", "H", "I", "C", "H", "I", "H", "H", "F", "H", "P", "C", "F", "H", "H", "F", "H", "H", "Hf", "C", "C", "H", "C"], "coordinates": [[-4.73, 1.66, -0.40], [-3.24, -0.27, -2.55], [3.28, 2.70, -1.08], [-0.08, 1.95, -0.53], [0.11, -1.60, 4.00], [2.65, 0.30, -0.87], [0.27, 0.50, 5.04], [-0.02, -3.74, 2.93], [0.15, -0.22, 3.90], [-0.12, 3.13, -0.50], [2.91, 0.58, -3.30], [-0.07, -1.72, 1.62], [3.24, -0.16, -2.54], [-0.05, -0.33, 1.41], [-2.75, -1.23, -2.80], [2.78, -1.14, -2.79], [-4.57, -1.06, 0.15], [-3.62, 1.75, -0.42], [3.23, -0.55, 1.33], [-3.34, 2.06, 0.60], [-4.33, -0.36, -2.67], [-0.44, 1.81, -3.19], [3.52, 1.87, -0.39], [-3.28, -0.61, 1.32], [0.32, -0.64, -4.42], [-3.02, -1.98, 0.12], [4.63, 1.83, -0.35], [-0.08, -2.44, 0.41], [4.33, -0.25, -2.65], [-2.70, 0.22, -0.87], [3.47, -0.88, 0.30], [0.27, 1.71, 2.56], [4.58, -0.87, 0.21], [3.08, -1.90, 0.10], [0.14, -2.21, 5.22], [-3.41, 2.59, -1.11], [-2.92, 0.49, -3.29], [-0.04, -0.13, -0.90], [0.09, 0.36, 2.63], [0.01, -2.39, 2.85], [3.21, 2.16, 0.63], [-3.47, -0.98, 0.29]]}



2.
{"formula": "C13H18FN2O4P", "method": "ωB97M-V/def2-TZVPD", "de_lowest_kcal_mol": 100.71, "fmax_ev_per_a": 8.9, "gap_ha": 0.20582, "elements": ["H", "C", "C", "H", "N", "H", "C", "C", "C", "H", "H", "C", "C", "C", "O", "H", "H", "H", "F", "H", "C", "H", "H", "H", "H", "O", "C", "C", "C", "H", "O", "H", "P", "O", "N", "H", "H", "H", "C"], "coordinates": [[-0.84, -2.94, 5.29], [-0.70, -2.65, 4.20], [0.24, -0.61, 1.72], [-2.54, -0.31, -0.97], [3.24, 2.06, 3.95], [-1.57, -2.92, -5.92], [2.33, 1.25, 3.19], [1.37, 0.11, 0.96], [1.17, 0.52, 3.99], [-0.49, -1.30, 1.19], [-2.05, 1.31, -5.83], [-1.71, -1.91, -5.51], [-1.06, -1.09, 4.05], [2.43, 1.06, 1.65], [-1.45, -1.78, -2.54], [0.40, -2.78, 3.90], [1.08, 0.66, 5.13], [-1.88, 1.22, -0.38], [-2.24, -0.95, 3.19], [5.07, 3.09, 1.00], [0.14, -0.37, 3.27], [1.42, -0.08, -0.18], [-0.39, 1.16, -5.22], [-1.38, -3.24, 3.50], [-1.74, -1.21, -6.34], [-1.89, 0.30, -4.06], [4.21, 2.68, 3.11], [4.26, 2.51, 1.57], [-1.43, 1.32, -4.93], [-2.65, -1.89, -4.95], [-0.59, -1.62, -4.69], [-1.21, -0.54, 5.06], [-0.77, -0.64, -3.29], [-0.82, 0.41, -1.92], [3.40, 1.68, 0.79], [-1.53, 2.29, -4.44], [4.98, 3.37, 3.60], [-2.74, 1.19, -1.92], [-2.07, 0.62, -1.28]]}



3.
{"formula": "C13H18LaNO3", "method": "ωB97M-V/def2-TZVPD", "de_lowest_kcal_mol": 35.39, "total_charge": 2, "fmax_ev_per_a": 5.5, "gap_ha": 0.06921, "elements": ["H", "C", "C", "O", "H", "H", "H", "C", "C", "O", "C", "H", "H", "H", "O", "C", "H", "C", "C", "H", "C", "La", "C", "C", "H", "H", "C", "H", "H", "H", "H", "H", "C", "H", "H", "N"], "coordinates": [[-2.71, 0.57, 3.02], [-2.51, 1.43, 0.88], [0.05, 1.40, -0.03], [-1.59, -3.55, -2.12], [-0.15, 0.01, 3.41], [-1.13, -1.29, -0.85], [1.24, -0.97, -2.72], [2.16, 0.45, 1.56], [-0.42, 0.45, 2.40], [0.91, 1.73, -1.13], [0.51, 0.90, -2.27], [4.02, -0.42, 0.67], [-4.49, 1.93, 1.85], [1.55, -1.55, 2.31], [0.46, -3.34, -3.19], [-0.63, -2.79, -2.41], [-4.60, 0.90, 0.23], [3.03, 0.00, 0.29], [-0.70, -1.24, -1.92], [2.53, -0.78, -0.38], [-1.48, 1.72, -0.24], [1.99, -4.86, -2.99], [2.31, -0.75, 2.66], [0.63, 0.77, 1.26], [3.29, 0.95, -0.31], [1.97, -0.43, 3.70], [-1.95, 0.77, 2.20], [-0.50, 1.21, -2.71], [-4.27, 2.78, 0.24], [1.30, 1.14, -3.09], [3.33, -1.25, 2.62], [-1.85, 2.21, -1.21], [-4.09, 1.77, 0.77], [2.62, 1.39, 2.06], [-1.46, -0.72, -2.60], [0.62, -0.56, -2.00]]}



4.
{"formula": "C13H18N2O3", "method": "ωB97M-V/def2-TZVPD", "de_lowest_kcal_mol": 57.72, "fmax_ev_per_a": 1.0, "gap_ha": 0.34897, "elements": ["C", "C", "O", "O", "H", "H", "H", "C", "H", "C", "N", "H", "N", "H", "H", "H", "H", "C", "C", "H", "H", "H", "C", "H", "C", "C", "H", "C", "H", "O", "H", "H", "C", "C", "H", "C"], "coordinates": [[-2.45, -0.18, -1.03], [-3.07, -0.75, -2.26], [2.71, 0.84, -1.31], [0.72, -1.74, -0.59], [-4.14, -0.83, -2.14], [3.42, -1.49, 1.22], [1.21, 0.75, 0.84], [1.38, -2.36, 1.44], [2.07, -0.76, -2.47], [-2.57, -0.63, 0.29], [-1.28, 1.13, 0.18], [-0.46, 0.16, 2.71], [-1.66, 0.88, -1.08], [-0.53, 3.00, -0.26], [1.37, -2.78, 2.42], [-2.05, -0.56, 2.99], [-1.87, 1.20, 2.95], [2.00, -1.33, -0.43], [2.63, -0.56, -1.54], [-2.85, -0.11, -3.11], [-2.67, -1.75, -2.45], [-3.15, -1.46, 0.65], [0.36, -2.37, 0.54], [2.84, 2.49, 0.57], [-1.53, 0.26, 2.51], [1.46, 1.48, -1.17], [0.66, 0.93, -1.67], [1.10, 1.71, 0.30], [-0.64, -2.76, 0.58], [1.95, 2.67, 0.89], [3.67, -0.87, -1.67], [-0.49, 2.57, 1.46], [-0.35, 2.19, 0.45], [2.45, -1.68, 0.81], [1.56, 2.46, -1.65], [-1.80, 0.23, 1.05]]}